# 1
DFT (ωB97M-V/def2-TZVPD) results for a cluster of 8 separate species, C5H27NO8S in total in a non-equilibrium geometry.

Each line ends with the Löwdin spin population.
Element x y z (Å)
S: -0.597 4.032 2.294  0.770
O: 2.245 0.623 0.157  0.000
O: 1.601 -3.756 2.021  0.000
O: 0.567 -1.819 0.410  0.000
O: 4.429 -0.292 -1.693  0.000
O: -2.585 -3.180 -0.919  0.000
O: -0.808 1.523 -1.884  0.000
O: 0.837 -0.448 -2.859  0.000
O: 2.225 -3.984 -0.608  0.000
N: -1.992 -0.311 0.925  0.003
C: 0.611 3.927 0.850  0.065
C: -1.691 0.554 -1.260  0.001
C: -1.428 0.895 0.222  0.002
C: -1.713 2.574 2.266  0.071
C: -2.048 2.152 0.815  0.022
H: -1.870 -3.838 -0.972  0.000
H: 2.006 0.930 -0.705  0.000
H: -0.283 0.756 0.134  0.000
H: 1.785 -0.162 0.370  0.000
H: -1.272 1.713 2.698  0.021
H: -1.705 2.976 0.160  0.002
H: -2.312 -2.640 -0.169  0.000
H: -2.666 0.868 -1.693  0.000
H: 0.503 -2.488 1.136  0.000
H: -0.340 -1.476 0.387  0.000
H: 0.437 4.935 0.386  0.019
H: 1.643 3.897 1.204  0.018
H: 3.059 -4.095 -1.163  0.000
H: 2.304 -3.072 -0.342  0.000
H: 3.584 -0.465 -2.216  0.000
H: -2.608 2.916 2.758  0.003
H: -3.138 2.154 0.774  0.003
H: -2.832 -0.531 0.446  0.000
H: 0.764 -4.170 2.072  0.000
H: 4.393 -0.889 -0.956  0.000
H: 0.747 -0.915 -2.015  0.000
H: 0.303 0.332 -2.817  0.000
H: 2.026 -4.164 1.239  0.000
H: -0.976 2.451 -1.858  0.000
H: -1.244 -0.354 -1.691  0.000
H: 0.352 3.039 0.183  -0.001
H: -2.313 -0.195 1.911  0.000

largest force on an atom	0.0836	hartree/bohr
LUMO (spin up / spin down)	-3.54 / -8.45	eV
spin multiplicity	2
expectation value of S²	0.75
Kohn-Sham gap (spin up / spin down)	0.34588 / 0.16543	Ha
energy relative to the best compared isomer or geometry (same formula, charge and spin)	155.3	kJ/mol
total charge	+1
M	261.3	u



# 2
DFT (ωB97M-V/def2-TZVPD) results for a cluster of 9 separate species, C5H27NO9S in total in a non-equilibrium geometry.

Each line ends with the natural charge from an NBO analysis.
Element x y z (Å)
S: 3.521 0.460 -1.262  -0.744
O: 0.569 3.120 -2.693  -0.996
O: -2.343 0.028 -1.109  -1.167
O: -1.085 -0.066 3.758  -0.997
O: -2.207 -2.537 -0.391  -0.982
O: -2.703 2.443 -0.584  -1.061
O: -1.063 3.216 1.193  -0.994
O: -0.378 0.182 -2.718  -0.847
O: 3.108 0.771 2.074  -1.000
O: -2.596 0.153 1.548  -0.981
N: 1.454 -2.054 -0.524  -0.669
C: 1.821 0.529 -0.674  -0.543
C: 0.963 -0.763 -0.943  -0.093
C: 0.666 -0.780 -2.420  -0.074
C: 0.228 -2.214 1.731  -0.623
C: 1.639 -2.140 0.944  -0.236
H: 0.156 2.138 -2.592  0.509
H: -1.438 2.506 0.703  0.503
H: -2.079 2.725 -1.282  0.467
H: -0.351 -2.920 1.246  0.203
H: 1.543 -0.429 -3.014  0.193
H: -1.626 -0.062 2.941  0.504
H: 0.262 -2.471 2.839  0.204
H: -1.267 -2.535 -0.544  0.466
H: 1.275 2.938 -2.019  0.466
H: -3.081 0.943 1.344  0.487
H: -0.206 -1.157 1.716  0.206
H: -0.166 3.489 0.986  0.464
H: -2.247 -0.218 0.747  0.513
H: -0.019 -0.603 -0.444  0.191
H: -1.281 0.009 -2.128  0.502
H: -2.850 -0.345 -1.814  0.454
H: -2.624 1.351 -0.690  0.501
H: 2.369 -2.207 -1.005  0.378
H: 2.255 -1.277 1.322  0.195
H: 3.668 0.434 1.256  0.509
H: 2.762 1.600 1.841  0.464
H: 1.367 1.407 -1.063  0.168
H: -0.179 0.067 3.493  0.463
H: 2.320 -2.935 1.313  0.175
H: 0.358 -1.743 -2.858  0.145
H: -2.364 -1.639 -0.608  0.481
H: 1.849 0.587 0.383  0.195

largest force on an atom	0.0761	hartree/bohr
LUMO	5.36	eV
Kohn-Sham gap	0.23662	Ha
energy relative to the best compared isomer or geometry (same formula, charge and spin)	124.1	kJ/mol
total charge	-2
M	277.3	u



# 3
DFT (ωB97M-V/def2-TZVPD) results for a structure of composition C5H27O11Sr in a non-equilibrium geometry.

Each line ends with the Löwdin spin population.
Element x y z (Å)
Sr: -0.681 -0.061 3.706  0.730
O: 2.832 1.767 -2.672  0.000
O: -1.441 -0.500 1.402  0.066
O: 1.641 0.896 4.007  0.072
O: -2.586 1.955 -2.028  0.001
O: 1.034 -3.919 -2.159  0.000
O: -3.615 1.473 0.533  0.010
O: 2.971 -3.459 2.165  0.010
O: 0.418 -1.137 -3.527  0.000
O: 2.160 2.353 0.038  0.003
O: 0.598 0.145 1.446  0.040
O: -3.649 -1.506 -0.545  0.002
C: -4.944 1.029 0.841  0.003
C: -0.078 -0.716 -0.575  0.003
C: 2.824 -2.928 0.919  0.003
C: 2.293 3.629 0.722  0.002
C: -0.339 -0.306 0.774  0.012
H: 2.260 0.248 3.670  0.011
H: -3.405 -1.058 0.265  0.001
H: 3.603 -3.357 0.289  0.000
H: 2.663 4.394 0.039  0.000
H: 0.772 -0.293 -1.109  0.000
H: -3.225 -0.999 -1.237  0.000
H: 2.303 -3.013 2.691  0.012
H: 3.125 3.587 1.425  0.001
H: -2.874 1.642 -1.171  0.000
H: 2.181 1.659 4.211  0.006
H: 1.398 4.079 1.150  0.001
H: 1.904 1.740 -2.904  0.000
H: -3.039 1.044 1.171  0.008
H: -2.481 1.160 -2.551  0.000
H: -5.812 1.250 0.220  0.000
H: -4.796 -0.035 1.023  0.001
H: -5.182 1.259 1.879  0.002
H: 1.689 1.649 0.491  0.001
H: 0.251 -1.752 -0.658  0.000
H: 0.010 -0.669 -4.256  0.000
H: 1.328 -0.839 -3.530  0.000
H: 0.643 -3.247 -1.601  0.000
H: -0.944 -0.560 -1.218  0.000
H: 0.672 -3.750 -3.028  0.000
H: 1.836 -3.171 0.528  0.000
H: 2.834 -1.839 0.961  0.001
H: 2.849 2.157 -1.798  0.000

largest force on an atom	0.0617	hartree/bohr
LUMO (spin up / spin down)	-0.36 / -0.78	eV
spin multiplicity	2
expectation value of S²	0.75
Kohn-Sham gap (spin up / spin down)	0.18041 / 0.34882	Ha
energy relative to the best compared isomer or geometry (same formula, charge and spin)	24.8	kJ/mol
M	350.9	u



# 4
DFT (ωB97M-V/def2-TZVPD) results for a cluster of 8 separate species, C5H28N2O8 in total in a non-equilibrium geometry.

Each line ends with the natural charge from an NBO analysis.
Element x y z (Å)
O: 0.826 3.582 0.987  -0.942
O: -2.305 -2.853 0.891  -0.928
O: 1.817 -1.507 -2.692  -0.933
O: -0.923 -1.384 -2.668  -0.925
O: -2.924 1.441 1.507  -0.767
O: 2.043 -2.822 -0.371  -0.964
O: 2.832 -1.486 1.983  -0.933
O: -0.574 2.317 3.179  -0.957
N: -0.854 0.824 -0.095  -0.489
N: 2.659 0.701 -0.921  -0.861
C: 1.607 0.715 0.110  -0.285
C: 0.319 0.019 -0.403  -0.290
C: -2.358 0.117 1.631  -0.079
C: -2.182 0.036 0.115  -0.243
C: -1.081 1.793 -1.205  -0.397
H: -3.069 0.574 -0.347  0.228
H: 1.498 -2.256 -3.338  0.481
H: 0.107 -1.005 -0.137  0.197
H: -0.800 1.345 -2.195  0.194
H: -3.126 -0.678 1.911  0.133
H: -1.568 -2.107 -2.962  0.465
H: -1.544 -1.068 -2.055  0.464
H: -2.203 -1.086 -0.408  0.175
H: 2.924 -0.320 -0.898  0.351
H: -2.737 -2.143 1.308  0.458
H: 2.567 -3.168 -1.001  0.460
H: 0.595 -0.083 -1.592  0.218
H: 0.048 2.945 3.239  0.470
H: 1.659 3.660 0.488  0.470
H: 1.462 -2.140 -0.742  0.507
H: -0.473 2.688 -0.965  0.155
H: -2.194 2.024 -1.227  0.214
H: 0.335 3.061 0.252  0.469
H: 3.198 -1.851 1.136  0.477
H: 2.729 -1.587 -2.911  0.463
H: 1.990 0.415 1.094  0.247
H: -2.801 2.094 2.346  0.506
H: -0.376 1.916 2.244  0.485
H: 2.507 1.056 -1.848  0.367
H: -1.473 0.246 2.211  0.214
H: 1.440 1.620 0.499  0.199
H: -2.063 -3.400 1.603  0.469
H: 2.465 -2.245 2.245  0.454

largest force on an atom	0.1276	hartree/bohr
LUMO	0.08	eV
Kohn-Sham gap	0.32424	Ha
SMILES string	CN(CCN)CCO.O.O.O.O.O.O.O
energy relative to the best compared isomer or geometry (same formula, charge and spin)	665.6	kJ/mol
M	244.3	u



# 5
DFT (ωB97M-V/def2-TZVPD) results for a cluster of 9 separate species, C5H28N2O8 in total in a non-equilibrium geometry.

Each line ends with the natural charge from an NBO analysis.
Element x y z (Å)
O: -3.237 0.638 -1.036  -0.979
O: 2.852 1.922 -1.026  -0.968
O: -2.595 1.093 1.408  -0.962
O: -0.252 1.388 -1.508  -0.983
O: -0.820 2.876 0.570  -0.990
O: 2.051 -0.292 -2.067  -0.955
O: 1.428 2.054 2.212  -0.967
O: 1.599 -2.858 -0.900  -0.959
N: -1.731 -1.221 -0.511  -0.471
N: 2.188 -0.702 0.500  -0.762
C: -2.671 -1.878 -1.052  0.112
C: -0.804 -1.712 0.573  0.101
C: -0.186 -0.565 1.236  -0.459
C: 1.269 -0.837 1.680  -0.234
C: -0.570 -2.999 0.403  -0.323
H: 1.009 2.506 1.581  0.476
H: 2.654 -1.609 0.213  0.482
H: 2.841 -0.117 -2.513  0.494
H: -0.230 0.377 0.474  0.232
H: 1.555 -0.272 2.581  0.276
H: 3.617 2.381 -0.748  0.487
H: -0.787 2.135 -1.873  0.504
H: -0.963 -0.317 1.971  0.242
H: -3.484 1.325 -1.792  0.502
H: 0.298 1.767 -0.787  0.502
H: -2.061 0.994 2.236  0.509
H: -1.487 2.186 0.690  0.479
H: 1.164 -1.881 2.001  0.223
H: -3.142 1.866 1.721  0.509
H: 0.016 -3.430 1.143  0.217
H: -3.181 -1.335 -1.869  0.239
H: -3.040 -2.969 -1.007  0.252
H: -3.063 1.262 -0.271  0.495
H: 1.954 2.732 2.700  0.495
H: -1.173 -3.822 -0.346  0.252
H: -1.203 3.634 0.892  0.484
H: 1.438 -0.044 -2.762  0.501
H: 2.974 0.078 0.890  0.476
H: 1.141 -3.765 -1.063  0.507
H: 2.004 -2.601 -1.608  0.477
H: 1.718 -0.201 -0.332  0.497
H: -1.607 -0.220 -0.856  0.502
H: 2.515 2.434 -1.749  0.486

largest force on an atom	0.1804	hartree/bohr
LUMO	-6.51	eV
Kohn-Sham gap	0.36091	Ha
energy relative to the best compared isomer or geometry (same formula, charge and spin)	555.1	kJ/mol
total charge	+2
M	244.3	u



# 6
DFT (ωB97M-V/def2-TZVPD) results for a cluster of 9 separate species, C5H28N2O9 in total in a non-equilibrium geometry.

Each line ends with the natural charge from an NBO analysis.
Element x y z (Å)
O: 2.472 1.519 -0.979  -0.944
O: -0.978 3.106 3.045  -0.979
O: 1.735 0.763 3.126  -0.947
O: -2.248 1.055 1.507  -0.961
O: -1.245 -0.119 -1.045  -0.670
O: 0.954 2.795 1.059  -0.983
O: -1.852 2.361 -2.213  -0.945
O: 1.306 1.879 -3.503  -0.972
O: -2.122 0.887 4.336  -0.976
N: -1.996 -1.614 0.415  -0.831
N: -1.011 -2.516 -2.792  -0.830
C: -1.195 -1.279 -0.663  0.697
C: 1.581 -1.380 -1.391  -0.620
C: 1.011 -2.938 0.501  -0.632
C: 0.846 -2.669 -0.985  -0.230
C: -0.664 -2.515 -1.390  -0.133
H: -2.334 1.151 3.420  0.498
H: -1.039 4.000 2.684  0.478
H: 1.390 -0.635 -0.638  0.176
H: 3.308 1.193 -1.306  0.479
H: -1.454 0.486 1.442  0.481
H: -1.185 -3.431 -1.071  0.202
H: 1.010 1.340 3.440  0.479
H: -2.718 -0.998 0.748  0.431
H: 2.103 0.749 -0.529  0.480
H: 0.385 2.124 -3.340  0.463
H: -1.946 -2.543 0.790  0.392
H: 0.846 -3.971 0.789  0.218
H: 1.813 2.389 1.109  0.496
H: -2.204 1.588 0.702  0.494
H: 1.313 -1.010 -2.389  0.227
H: 1.332 -3.496 -1.509  0.208
H: 0.246 -2.494 1.152  0.212
H: 1.962 -2.579 0.880  0.224
H: 0.715 3.054 0.168  0.494
H: 2.501 1.197 3.521  0.469
H: 2.611 -1.677 -1.592  0.221
H: -0.545 2.553 2.390  0.492
H: -2.045 1.413 -2.062  0.492
H: -1.581 2.294 -3.136  0.453
H: -0.789 -1.646 -3.264  0.368
H: -0.615 -3.253 -3.353  0.372
H: -1.340 1.390 4.602  0.469
H: 1.663 1.475 -2.679  0.488

largest force on an atom	0.0745	hartree/bohr
LUMO	0.22	eV
Kohn-Sham gap	0.36614	Ha
SMILES string	CC(C)[C@H](N)C(N)=O.O.O.O.O.O.O.O.O
energy relative to the best compared isomer or geometry (same formula, charge and spin)	275.8	kJ/mol
M	260.3	u



Q: energy relative to the best compared isomer or geometry (same formula, charge and spin) of number 5 (C5H28N2O8)?
A: 555.1 kJ/mol